*one*
Formula: C6H20O6
Source: the Open Molecules 2025 dataset
Level of theory: ωB97M-V/def2-TZVPD

2S+1: 1
HOMO level, eV: -8.45
Lowest unoccupied orbital energy, eV: 0.07
Structure (SMILES): C=C/C=C/C=C.O.O.O.O.O.O

Cartesian coordinates (Å):
C 2.51 -1.66 -0.53
C 3.08 -0.63 0.15
C 2.86 0.82 -0.18
C 1.63 1.12 -0.67
C 1.07 2.42 -0.67
C -0.20 2.59 -0.94
H 2.70 -2.68 -0.23
H 1.74 -1.69 -1.39
H 3.79 -0.90 1.00
H 3.73 1.47 -0.14
H 0.91 0.33 -0.83
H 1.76 3.21 -0.21
H -0.89 1.92 -1.55
H -0.82 3.54 -0.82
O -3.43 0.68 0.90
H -3.41 -0.29 0.69
H -3.35 0.72 1.86
O -0.64 1.37 3.48
H -0.32 0.72 3.03
H -0.82 2.11 2.86
O -0.44 -1.61 -1.83
H -0.38 -0.77 -2.26
H -1.40 -1.37 -1.66
O 0.00 -3.59 0.69
H -0.46 -2.75 0.44
H 0.89 -3.51 0.29
O -1.18 -0.68 1.22
H -0.90 -0.93 0.35
H -1.47 -1.44 1.76
O -2.06 0.39 -2.15
H -2.98 0.48 -2.48
H -1.99 1.35 -2.01

---

*two*
Formula: C6H20O6
Source: the Open Molecules 2025 dataset
Level of theory: ωB97M-V/def2-TZVPD

2S+1: 1
HOMO level, eV: -8.23
Lowest unoccupied orbital energy, eV: 0.53
Structure (SMILES): CC(C)=C/C=C/O.O.O.O.O.O

Cartesian coordinates (Å):
C -2.48 1.98 -1.49
C -1.66 1.23 -0.48
C -1.13 -0.08 -0.93
C -1.41 1.89 0.61
C -0.50 1.71 1.78
C -0.41 0.59 2.48
O 0.39 0.47 3.66
H -3.32 2.45 -0.96
H -1.76 2.39 -2.26
H -3.10 1.19 -2.02
H -1.68 -0.52 -1.75
H -0.96 -0.84 -0.04
H -0.13 0.07 -1.51
H -1.96 2.82 0.68
H 0.21 2.59 2.05
H -0.57 -0.43 2.22
H 1.33 0.80 3.66
O 1.28 -1.61 2.04
H 0.99 -1.76 2.86
H 0.88 -2.15 1.50
O 0.99 -2.61 -2.06
H 1.47 -3.39 -2.41
H 1.61 -2.06 -1.51
O 1.39 2.72 -2.04
H 1.17 3.23 -2.87
H 1.90 3.39 -1.67
O 2.46 -1.42 -0.25
H 3.06 -1.78 0.41
H 1.72 -0.95 0.12
O 0.05 -3.19 0.43
H 0.12 -4.11 0.13
H 0.06 -2.65 -0.39

---

Computed stability ranking, most favorable first: *two*, *one*

---

*one*
Formula: C21H22N2O3
Source: the Open Molecules 2025 dataset
Level of theory: ωB97M-V/def2-TZVPD

2S+1: 1
HOMO level, eV: -8.05
Lowest unoccupied orbital energy, eV: 0.44
Structure (SMILES): CCOc1ccc(NC(=O)Cn2cc(C(=O)CC)c3ccccc32)cc1

Cartesian coordinates (Å):
C 2.45 -5.48 3.57
C 1.86 -5.88 2.22
O 0.51 -5.50 2.09
C 0.19 -4.20 1.84
C 1.09 -3.18 1.58
C 0.63 -1.90 1.32
C -0.73 -1.61 1.32
N -1.12 -0.29 1.06
C -2.36 0.23 0.97
O -3.40 -0.37 1.13
C -2.36 1.74 0.66
N -1.29 2.13 -0.21
C -0.18 2.82 0.14
C 0.67 2.97 -0.93
C 1.94 3.68 -0.80
O 2.33 4.08 0.28
C 2.75 3.89 -2.07
C 4.00 4.72 -1.81
C 0.03 2.31 -2.04
C 0.34 2.09 -3.38
C -0.54 1.37 -4.16
C -1.73 0.86 -3.64
C -2.07 1.06 -2.32
C -1.19 1.79 -1.54
C -1.64 -2.64 1.58
C -1.18 -3.91 1.83
H 2.45 -4.40 3.69
H 3.47 -5.84 3.65
H 1.86 -5.91 4.38
H 1.84 -6.98 2.14
H 2.46 -5.49 1.40
H 2.15 -3.36 1.56
H 1.35 -1.11 1.12
H -0.34 0.34 0.90
H -2.27 2.28 1.61
H -3.33 1.99 0.22
H -0.04 3.19 1.14
H 3.02 2.91 -2.45
H 2.11 4.38 -2.80
H 3.73 5.70 -1.43
H 4.63 4.24 -1.07
H 4.57 4.85 -2.73
H 1.26 2.46 -3.82
H -0.31 1.19 -5.20
H -2.39 0.30 -4.28
H -2.98 0.66 -1.91
H -2.69 -2.43 1.58
H -1.87 -4.71 2.03

---

*two*
Formula: C21H22N2O3
Source: the Open Molecules 2025 dataset
Level of theory: ωB97M-V/def2-TZVPD

2S+1: 1
HOMO level, eV: -8.92
Lowest unoccupied orbital energy, eV: -0.16
Structure (SMILES): C[C@H](Cc1ccccc1)NC(=O)CCCN1C(=O)c2ccccc2C1=O

Cartesian coordinates (Å):
C 2.61 1.70 1.78
C 1.62 1.07 0.81
C 2.24 0.83 -0.58
C 3.30 -0.23 -0.52
C 2.91 -1.57 -0.48
C 3.86 -2.57 -0.38
C 5.21 -2.24 -0.33
C 5.60 -0.92 -0.38
C 4.65 0.08 -0.47
N 0.44 1.90 0.68
C -0.80 1.48 0.99
O -1.04 0.37 1.44
C -1.90 2.51 0.76
C -2.07 2.91 -0.72
C -1.92 1.74 -1.70
N -2.46 0.51 -1.18
C -3.76 0.34 -0.72
O -4.63 1.17 -0.80
C -3.80 -1.04 -0.17
C -4.83 -1.73 0.43
C -4.57 -3.02 0.88
C -3.32 -3.59 0.73
C -2.28 -2.89 0.12
C -2.54 -1.61 -0.33
C -1.67 -0.62 -0.99
O -0.53 -0.72 -1.37
H 2.94 2.67 1.40
H 3.47 1.06 1.89
H 2.15 1.85 2.75
H 1.26 0.11 1.21
H 2.66 1.77 -0.95
H 1.45 0.51 -1.25
H 1.86 -1.81 -0.53
H 3.56 -3.60 -0.36
H 5.95 -3.02 -0.26
H 6.65 -0.66 -0.34
H 4.96 1.12 -0.51
H 0.57 2.84 0.33
H -2.83 2.08 1.13
H -1.69 3.40 1.35
H -3.06 3.35 -0.83
H -1.34 3.68 -1.00
H -2.43 1.99 -2.64
H -0.87 1.54 -1.91
H -5.81 -1.28 0.55
H -5.36 -3.58 1.36
H -3.14 -4.59 1.10
H -1.30 -3.32 0.01

---

Computed stability ranking, most favorable first: *two*, *one*